# 1
Density functional theory data (wB97M-V/def2-TZVPD) for 10 unconnected molecules or ions with the total composition C79H66ClFN2O22 in a non-equilibrium geometry.

```
171
Properties=species:S:1:pos:R:3:forces:R:3:mulliken_charge:R:1
C 1.1154 3.1243 -2.0168 -1.9 -2.7 0.1 0.62
C -0.9807 -1.9038 -4.5988 0.9 -0.1 1.3 -0.53
C 3.1839 8.3589 -1.7817 0.1 -0.4 -0.4 0.38
O 4.8662 0.8888 4.2146 -0.1 0.4 0.3 -0.55
C 4.6508 -4.8030 1.7441 0.1 -0.2 0.2 -0.43
C 5.1545 -5.7974 2.4815 -0.5 0.2 -0.1 -0.27
C -3.8460 -5.4031 5.9100 0.1 -0.4 0.8 0.20
H -1.3204 -2.1783 -5.6845 0.4 0.8 2.3 0.00
H -0.0827 -1.1262 -4.6047 -1.9 -1.7 -0.3 0.08
H 6.9412 -8.4563 4.6528 -0.1 0.0 0.1 0.64
C -4.5853 -3.2333 -8.4876 -0.3 -0.3 -0.3 -0.33
C -4.0629 -4.0018 3.4145 0.0 0.3 -0.5 0.22
O 2.8302 11.4297 0.9021 0.1 -0.5 -0.5 -0.57
H 5.8138 -0.8376 0.1214 -2.3 1.0 -1.0 0.27
H -9.2780 -5.1024 -2.8816 0.0 0.0 0.0 0.40
C 4.7598 1.8059 5.0172 0.0 -0.4 -0.4 0.45
H -7.5999 4.7126 1.6879 0.0 0.0 0.0 0.43
H 4.0293 7.2415 -0.1029 0.0 0.2 -0.1 0.62
H -7.4526 6.0266 3.7993 0.1 0.0 0.0 0.41
H -4.2108 1.9682 0.4668 2.2 1.0 -0.5 0.40
C 5.1929 1.6517 6.4199 0.1 0.1 0.4 -0.39
H -1.3911 -3.5631 -10.7656 -0.1 0.0 0.0 0.40
C -3.0425 2.0611 -1.4903 1.3 -0.4 0.5 -0.85
C -1.2410 -0.3775 4.5541 2.6 -2.8 -1.3 -0.46
C -4.9871 -5.0999 3.7597 -0.2 -0.3 0.2 -0.27
C 4.1940 3.1105 4.6200 -0.1 0.4 0.1 -0.41
H -9.0881 -6.3194 -0.7161 0.0 0.0 0.0 0.43
O 1.4160 9.1867 -5.0059 -0.5 -0.6 -0.5 -0.58
F 2.3231 4.2577 0.8108 1.0 1.2 -4.2 -0.29
C 2.6181 9.6635 -2.1788 -0.1 0.5 0.0 -0.42
C -5.3463 6.5563 3.5451 0.0 0.5 0.9 0.35
H -1.7744 0.1029 5.4783 1.0 -0.9 -2.3 0.29
H 5.6052 0.6886 6.6960 0.0 0.0 0.0 0.42
C 1.8850 -1.0225 -2.5471 -0.3 -2.1 -0.5 0.50
H 7.4639 -4.0122 -0.1607 0.0 0.0 0.0 0.44
H 1.1838 -2.7233 2.7664 -1.9 2.0 0.8 0.26
H -3.4883 2.9716 -2.0868 1.2 -1.8 1.2 0.29
O -3.5712 -4.7364 -11.5490 0.1 0.4 0.7 -0.55
O -7.2883 -5.7582 1.0680 -0.1 0.3 -0.6 -0.54
C 1.2853 7.6790 -6.8121 0.0 -0.3 -0.3 -0.38
C 5.4732 -4.0993 0.7400 -0.4 0.4 -0.3 0.06
H 3.8805 3.2067 3.5877 0.0 0.0 0.0 0.61
H 2.8246 -1.2862 0.7835 1.9 1.4 0.4 -0.06
C -1.4159 1.8233 -1.7994 2.0 0.6 -0.8 -0.32
C -5.5173 5.0438 1.1117 -0.1 -0.4 -0.7 0.49
C 3.7535 -0.6127 1.0670 -0.3 -0.2 0.6 -0.05
C 7.3774 -5.5322 1.3179 0.1 0.3 -0.3 -0.47
C 4.5125 3.9596 6.8983 -0.1 0.8 0.6 0.34
H -1.8817 6.1686 -5.0299 0.0 0.0 0.0 0.45
N -1.4763 0.0363 3.0860 3.7 -4.3 2.5 0.44
H 3.1029 -8.9137 6.6615 0.0 0.0 0.0 0.43
H -0.9532 1.6665 0.9478 -2.5 -1.0 -0.3 0.27
C -2.9217 -4.3050 5.5648 0.1 0.3 -0.3 -0.35
C 5.0783 2.6550 7.2955 0.1 -0.5 -0.1 -0.39
C -3.4835 -2.2583 -3.7647 -0.2 0.5 -1.0 -0.65
H 3.6671 5.0769 5.2195 0.0 0.0 0.0 0.43
H -0.6884 8.0781 -3.9639 0.0 0.0 0.0 0.47
H -3.1990 -3.3979 -3.7495 -0.6 2.2 0.3 0.32
C 2.5035 10.6668 -1.3033 0.0 -0.2 -0.3 -0.43
H -3.2638 6.8876 2.9688 0.0 0.0 0.0 0.44
H -2.1588 2.1372 3.0632 -0.9 -2.4 -0.8 0.28
O -3.7548 -5.9999 6.9740 -0.1 0.3 -0.6 -0.57
H 2.3046 9.7597 -3.2111 0.0 0.0 0.1 0.58
H 0.9683 6.2239 -8.3241 0.0 0.0 0.0 0.41
C 0.6450 6.6547 -7.3840 0.4 0.3 0.0 -0.43
H -2.1882 0.2349 0.3782 0.4 2.3 1.5 -0.23
O -4.1540 -3.4051 2.3505 0.0 -0.3 0.5 -0.50
C -8.4188 -5.5111 -0.9845 -0.2 0.0 -0.4 -0.45
H 4.0417 -10.7672 8.0361 0.0 0.0 0.0 0.40
C -0.7627 0.3124 -2.0631 2.6 2.4 0.3 0.57
C 0.4000 -1.9372 3.1551 -5.3 5.2 1.9 -0.24
H -5.5799 -4.4240 -9.9351 0.0 0.0 0.0 0.40
H -3.9350 -2.0500 -4.8439 1.0 -0.5 2.3 0.23
C -4.2584 5.6968 1.5213 0.2 0.3 0.3 -0.09
C -3.0235 -3.6522 4.4030 0.2 0.0 0.3 0.14
O 4.3837 1.9321 -2.7407 -6.5 -5.3 1.7 -0.59
C 6.5550 -6.2359 2.3220 0.2 -0.6 0.4 0.17
C 6.8737 -4.5377 0.5805 0.4 -0.3 0.1 -0.48
H -4.3460 -1.9945 -3.0046 2.0 -0.6 -1.3 -0.19
C 4.9505 -8.5434 5.5535 -0.2 0.5 -0.4 0.23
C -3.3264 -2.5803 -8.0780 0.0 0.4 0.7 0.32
C -6.6053 5.9033 3.1355 -0.3 -0.3 -0.3 -0.41
O 3.2066 0.6631 1.6144 1.8 -1.2 0.6 -0.21
O -5.2725 7.2000 4.5828 0.0 -0.5 -0.8 -0.55
H -2.6355 -0.9319 -1.4085 2.0 -0.1 -1.3 0.10
H -2.1643 -4.0610 6.3001 0.0 0.0 0.0 0.48
C -0.5058 3.2187 -1.7779 2.0 -4.4 -0.8 0.35
H -1.0857 -2.0031 -1.6162 -1.0 2.2 -1.1 0.44
H 3.7795 0.8770 2.4209 -1.1 -0.5 -1.6 0.11
H 3.8159 9.1118 1.5290 0.0 0.0 0.0 0.44
C 4.0794 4.1138 5.4956 0.0 -0.2 -0.4 -0.42
C -2.2384 -3.4398 -10.1018 0.3 0.3 0.3 -0.40
H 2.0912 11.6299 -1.5793 0.0 0.0 0.0 0.45
H -5.4326 -3.1100 -7.8237 0.0 0.0 0.0 0.46
C 2.0509 4.4710 -1.9571 -0.7 -0.9 0.6 -0.68
C 0.8281 8.2504 -5.5297 0.4 0.6 0.3 0.42
O -7.6875 -3.1635 -3.5555 0.0 -0.4 0.7 -0.56
C -1.6670 -1.0665 -2.0643 -0.1 0.6 -0.6 -0.56
C -8.5206 -4.8583 -2.1463 -0.2 -0.4 0.3 -0.45
H -0.3246 -0.8883 1.1686 -1.0 0.7 2.4 0.06
O -1.1362 5.1154 -7.2820 0.4 0.7 0.4 -0.57
H 2.1615 8.1334 -7.2581 0.0 0.0 0.1 0.43
C -0.1339 -1.5893 4.6687 -1.3 2.2 -4.1 -0.73
H -2.9639 3.4361 0.4477 -0.2 -2.4 -0.6 -0.40
H 7.8801 -10.3098 6.0275 0.0 0.0 0.0 0.44
C -6.5569 -3.4106 -1.5030 0.1 -0.1 0.4 -0.33
H -1.2438 -2.2490 -8.6542 0.0 0.0 0.0 0.43
H -2.4349 -0.2235 -4.0590 0.5 -2.3 1.0 0.15
N 3.2282 -0.3496 -2.3775 -0.4 0.2 0.3 0.37
C 6.8548 -9.9763 6.1313 -0.1 0.3 -0.2 -0.44
C 4.1282 -9.2471 6.5576 -0.1 -0.3 0.3 -0.42
H 5.3918 2.5588 8.3278 0.0 0.0 0.0 0.40
C 6.0324 -10.6801 7.1355 0.5 -0.7 0.5 0.30
C -2.1566 -1.3008 -3.6282 -0.4 0.1 -0.9 0.39
H 4.2962 -1.1547 1.9760 -1.0 1.0 -2.1 0.27
H 4.9543 0.7928 -0.2703 -0.5 -2.2 -0.2 0.41
C -1.0054 6.6230 -5.4759 0.0 0.3 0.4 -0.38
C -0.3652 7.6473 -4.9040 -0.3 -0.3 0.0 -0.23
C -2.0802 1.2771 0.9483 -0.5 0.2 0.2 -0.07
C 4.3047 -1.0758 -1.6058 2.3 -0.9 -0.3 -0.87
H 4.5643 -6.3230 3.2226 0.1 0.0 -0.1 0.73
H 8.4027 -5.8656 1.2140 0.0 0.0 0.0 0.44
C -7.3794 -5.1615 0.0040 0.1 -0.3 0.6 0.46
C 3.3246 1.1536 -2.5056 1.2 2.2 -0.3 -0.18
O 3.2903 7.4418 -2.5842 -0.2 0.5 0.3 -0.52
O 4.0716 5.2342 -0.5325 -8.9 -4.2 0.5 -0.61
O 6.4937 -11.5915 7.8085 -0.3 0.6 -0.4 -0.56
O 5.0119 -3.1878 0.0669 0.5 -0.9 0.6 -0.31
C 3.6170 8.2047 -0.3789 0.2 0.1 0.5 -0.26
C -3.4974 -4.0928 -10.5114 -0.1 -0.5 -0.8 0.34
H 0.2935 -2.1823 5.5834 -1.3 1.7 -1.6 0.35
Cl -1.3775 4.8681 -1.4673 1.6 -2.6 -0.6 -0.23
C -2.4603 1.0983 2.5637 1.3 0.6 -1.3 -0.50
H -5.8876 -2.6024 -1.7714 -0.1 -0.1 0.0 0.39
H 1.3692 5.4064 -2.1321 1.3 -1.8 0.5 0.23
C 2.8439 4.6820 -0.5200 7.0 2.4 0.4 0.72
H -5.6977 -3.8193 0.3941 0.0 0.0 0.1 0.69
C -6.6844 5.1984 2.0027 -0.2 0.2 0.4 -0.43
H -3.4111 5.5735 0.8574 0.0 0.0 0.0 0.38
C 1.7428 1.6162 -2.2733 -2.6 -0.3 0.3 -0.14
O 7.0163 -7.1474 2.9951 -0.1 0.7 -0.6 -0.51
H -2.3542 -2.8440 4.1346 0.0 0.0 0.0 0.16
O -3.2525 -1.9366 -7.0403 -0.1 -0.4 -0.8 -0.45
C 4.6318 -10.2416 7.2950 -0.4 0.3 -0.1 -0.39
H 3.6255 -4.4696 1.8480 0.0 0.0 0.0 0.57
O 1.6872 -2.3098 -2.8407 1.3 8.1 2.2 -0.59
O 4.4893 -7.6320 4.8804 0.1 -0.6 0.5 -0.49
C -0.5097 -0.8554 2.3242 1.7 -2.3 1.2 0.02
C -0.5483 6.0517 -6.7582 -0.5 -0.8 -0.4 0.32
C -2.1593 -2.7349 -8.9690 0.2 -0.2 -0.4 -0.23
C 3.5024 9.2080 0.4967 0.1 -0.4 -0.2 -0.51
C 6.3511 -8.9819 5.3940 0.5 -0.2 0.1 -0.15
C -4.6644 -3.9382 -9.6204 -0.2 0.2 0.4 -0.38
C 2.9366 10.5126 0.0995 -0.1 0.7 0.6 0.30
O 4.4061 4.8767 7.7009 0.1 -0.7 -0.6 -0.55
H 2.8770 4.4424 -2.7871 -1.5 0.0 1.9 0.32
C -4.8854 -5.7528 4.9215 -0.2 0.1 -0.4 -0.47
C -4.1793 6.4017 2.6541 0.2 -0.2 -0.4 -0.46
C 0.8569 0.2335 -2.3029 -1.6 3.7 0.5 0.18
C -3.1137 2.3087 0.1625 -0.8 -1.1 0.1 0.23
H -3.5845 0.8116 2.7407 2.4 0.4 -0.2 0.27
C -7.5963 -3.7602 -2.4915 0.0 0.5 -0.8 0.31
H -3.6707 1.1095 -1.8037 1.5 1.9 0.8 0.15
O -5.5912 4.4002 0.0740 0.0 0.4 0.6 -0.54
C 4.7695 -0.3609 -0.2066 0.3 -0.4 1.0 -0.48
H 4.0376 -2.2180 -1.3841 0.0 3.0 -0.8 0.45
H -5.5547 -6.5610 5.1899 0.0 0.0 0.0 0.46
H -5.7446 -5.3440 3.0244 0.0 0.0 0.0 0.48
C -6.4552 -4.0634 -0.3412 0.2 0.3 -0.2 -0.33
H 5.2619 -1.1197 -2.3130 -2.0 0.1 1.5 0.16
H -0.5455 -2.8780 -4.0735 -0.9 2.0 -1.2 0.26
```
Positions in Å, forces in eV/Å.

Its SMILES is CC(C)Cc1c(CCCCn2cccc2)c(Cl)c(CC(=O)F)c2c1C(=O)N(CCCO)C2=O.O=C1C=CC(=O)C=C1.O=C1C=CC(=O)C=C1.O=C1C=CC(=O)C=C1.O=C1C=CC(=O)C=C1.O=C1C=CC(=O)C=C1.O=C1C=CC(=O)C=C1.O=C1C=CC(=O)C=C1.O=C1C=CC(=O)C=C1.O=C1C=CC(=O)C=C1. For the max |F|, the calculation gives 9.81 eV/Å. As for the HOMO energy: -7.77 eV. The value obtained for the energy is -5373.7281 hartree. The calculation puts the energy above the lowest of the compared OMol25 structures with the same formula, charge and spin at 23.634 eV.

***

# 2
Density functional theory data (wB97M-V/def2-TZVPD) for a gas-phase ion, CH2F2N2OP (charge +1) in a non-equilibrium geometry.

```
9
Properties=species:S:1:pos:R:3:forces:R:3:nbo_charge:R:1
N 0.3904 -0.8908 -0.0598 -1.7 1.1 -0.9 -0.24
H 2.6461 -1.1309 0.3234 0.9 -0.7 0.4 0.07
H -2.2704 0.9148 -0.8261 -0.6 -0.6 -0.7 0.20
N 2.4506 1.3605 -0.1736 -0.4 -0.5 0.2 -0.35
F -0.5433 1.8154 -0.7278 0.9 -0.6 -0.2 -0.29
F -1.5082 0.9244 1.0140 0.4 -0.1 -1.4 -0.31
P 1.8410 -0.0546 0.1403 -1.2 1.0 -0.6 1.37
O -0.8129 -0.4660 -0.5312 2.6 -1.9 0.0 -0.20
C -1.3188 0.8074 -0.3569 -0.8 2.3 3.2 0.76
```
Positions in Å, forces in eV/Å.

For the max |F|, the calculation gives 3.99 eV/Å. As for the HOMO energy (spin up / spin down): -17.44 / -16.92 eV. As for the charge: +1. The value obtained for the energy is -764.5897 hartree. The calculation puts the energy above the lowest of the compared OMol25 structures with the same formula, charge and spin at 7.737 eV.

***

# 3
Density functional theory data (wB97M-V/def2-TZVPD) for 2 unconnected molecules or ions with the total composition C3H10N2O2 in a non-equilibrium geometry.

```
17
Properties=species:S:1:pos:R:3:forces:R:3:nbo_charge:R:1
N 0.6319 0.6351 -1.4865 -0.5 -1.5 -0.4 -0.88
C 0.1864 0.1802 2.2167 -0.2 0.0 0.1 -0.41
H -1.3063 1.3740 -1.5560 0.0 0.1 0.0 0.20
H -0.0482 2.5843 -1.2320 -0.1 0.0 0.0 0.19
H 1.5745 0.8692 -1.7851 -0.3 -0.7 -0.3 0.37
O -1.0611 -2.2805 1.6292 -0.7 0.3 -0.5 -0.67
C -0.2997 1.6976 -1.8174 0.1 0.1 -0.1 -0.41
H 0.7413 -0.1344 0.1793 -0.4 0.1 0.2 0.43
H -0.2923 -0.4576 2.9595 0.1 0.1 0.0 0.24
H 0.2461 -0.3296 -1.7526 1.4 2.0 0.1 0.39
O -0.1256 -2.2943 -0.4198 -0.2 0.8 -0.4 -0.73
H -0.3857 1.1041 2.1014 0.0 0.0 0.1 0.19
N 0.2449 -0.5431 0.9753 -0.1 -0.3 -0.8 -0.65
C -0.4491 -1.6788 0.7654 1.5 -1.2 1.6 0.87
H -0.5771 -3.1487 -0.4445 -0.1 0.2 0.3 0.50
H 1.1945 0.4414 2.5444 0.0 -0.1 0.0 0.20
H -0.2745 1.9813 -2.8773 -0.2 0.0 0.1 0.17
```
Positions in Å, forces in eV/Å.

Its SMILES is CNC(=O)O.CN. For the max |F|, the calculation gives 2.54 eV/Å. As for the HOMO energy: -9.19 eV. The value obtained for the energy is -380.3089 hartree. The calculation puts the energy above the lowest of the compared OMol25 structures with the same formula, charge and spin at 0.755 eV.